1.
This record from the OMol25 dataset describes a molecular structure, C43H47BaBr2N9O8STe at a distorted geometry. The level of theory is ωB97M-V/def2-TZVPD.

Geometry as ORCA input:
```
! wB97M-V def2-TZVPD RIJCOSX def2/J DEFGRID3
* xyz -2 1
Ba -22.38603 -3.44486 1.36617
N -26.19101 -6.35888 2.27481
N -24.93282 -6.79491 2.68046
C -23.72403 -6.32304 2.11991
O -22.63768 -6.82535 2.41989
O -23.85379 -5.36387 1.27655
H -26.32000 -6.40215 1.28439
H -26.32023 -5.38073 2.53148
H -24.88382 -7.72789 3.10091
C -23.47245 4.37796 -2.35753
C -24.20796 2.98611 -2.18364
C -23.94291 2.42568 -0.95422
C -24.15688 1.07170 -0.58483
C -24.63851 0.15831 -1.52746
C -25.03394 0.74156 -2.74791
C -24.83152 2.10068 -3.08905
S -24.71500 -1.73121 -1.26160
O -23.58645 -2.18716 -2.03099
O -26.04414 -2.20039 -1.65153
N -24.41410 -1.87917 0.25167
C -25.37681 -1.46975 1.30399
C -24.76436 -0.93801 2.59596
O -25.26970 -0.06621 3.32381
O -23.77093 -1.65407 2.93767
H -23.60508 4.81650 -3.33596
H -22.43554 4.16175 -2.22786
H -23.83130 5.11864 -1.63301
H -23.44605 3.06443 -0.20856
H -23.80204 0.74941 0.36364
H -25.49623 0.15760 -3.50513
H -25.08225 2.34153 -4.10554
H -25.81280 -2.36626 1.71607
H -26.21041 -0.90059 0.93587
Br -16.48605 -5.03337 3.36441
C -17.21463 -5.59515 1.74578
C -16.49489 -6.32319 0.79603
C -17.08679 -6.65688 -0.40858
Br -15.93803 -7.32944 -1.77355
C -18.35784 -6.23235 -0.78761
C -18.90799 -6.28916 -2.09011
C -20.06972 -5.64940 -2.33096
C -20.72756 -4.99293 -1.30788
N -20.23670 -4.88970 -0.09620
C -19.06524 -5.51972 0.15710
C -18.49810 -5.08470 1.47204
O -19.12664 -4.28971 2.18541
H -15.47398 -6.59177 0.98632
H -18.40772 -6.79074 -2.90988
H -20.49380 -5.74474 -3.28597
H -21.67635 -4.47694 -1.52532
N -20.57003 -0.74960 -1.09520
C -20.61674 -1.25244 -2.14286
N -20.66412 -1.83022 -3.35228
C -19.42001 -2.29673 -3.93212
C -18.86953 -1.28201 -4.90528
O -19.83681 -1.11115 -5.94292
C -21.10729 -0.62619 -5.42326
C -21.69390 -1.51750 -4.30938
H -19.63934 -3.18884 -4.49827
H -18.70237 -2.61567 -3.16278
H -17.93570 -1.57505 -5.38713
H -18.65835 -0.33435 -4.39569
H -21.85940 -0.61198 -6.22219
H -21.00729 0.38166 -5.03492
H -22.10076 -2.46889 -4.72760
H -22.48136 -0.95696 -3.80082
Te -25.00895 -7.30407 -1.50340
C -25.25750 -7.47965 -3.62013
C -26.04179 -6.43919 -4.13418
C -26.18388 -6.26773 -5.53371
C -25.59215 -7.15255 -6.41369
C -24.87090 -8.19865 -5.90704
C -24.71704 -8.40129 -4.53034
C -23.83887 -8.98210 -1.07200
C -22.66615 -8.75075 -0.32314
C -22.03771 -9.83666 0.26150
C -22.56965 -11.11575 0.14224
C -23.71717 -11.33662 -0.57511
C -24.37383 -10.26798 -1.18433
H -26.47773 -5.66566 -3.52402
H -26.66211 -5.37129 -5.90827
H -25.61176 -6.98340 -7.49762
H -24.33475 -8.86727 -6.57234
H -24.09160 -9.24263 -4.18376
H -22.24858 -7.76370 -0.17166
H -21.11308 -9.72209 0.80464
H -22.01411 -11.95952 0.53959
H -24.08019 -12.33098 -0.67864
H -25.29414 -10.37944 -1.73037
C -19.38317 -3.07746 5.28866
C -20.47244 -2.09460 5.13300
N -21.61054 -2.76526 4.51409
C -22.11055 -3.84578 5.21092
N -23.36656 -3.89513 5.43488
C -23.98408 -5.04369 6.06548
C -23.04990 -6.27862 6.10724
C -21.69899 -5.79424 6.57822
N -21.20606 -4.76676 5.66363
C -19.81336 -4.44316 5.86210
H -18.61009 -2.68479 5.90640
H -18.98024 -3.27732 4.28744
H -20.13233 -1.24906 4.52092
H -20.83561 -1.63690 6.11020
H -22.36614 -2.16551 4.15348
H -24.93080 -5.26394 5.56578
H -24.28220 -4.74794 7.08112
H -22.91944 -6.69384 5.12179
H -23.45215 -7.02645 6.76106
H -20.97739 -6.62796 6.60625
H -21.74897 -5.33150 7.59434
H -19.22588 -5.27228 5.41458
H -19.62268 -4.45789 6.92383
*
```

Properties
- Energy relative to the best compared isomer or geometry (same formula, charge and spin): 153.0 kJ/mol
- Kohn-Sham gap: 6.2 eV
- LUMO: 3.51 eV
- HOMO level: -2.686 eV
- Max |F|: 3.17 eV Å⁻¹

---

2.
This record from the OMol25 dataset describes 7 unconnected molecules or ions with the total composition C43H47ClF5N5OP. The level of theory is ωB97M-V/def2-TZVPD.

Geometry as ORCA input:
```
! wB97M-V def2-TZVPD RIJCOSX def2/J DEFGRID3
* xyz 1 1
N 6.97786 -1.97884 -2.29845
P 5.79553 -2.11023 -3.49577
O 6.06229 -3.63099 -4.01632
N 4.30096 -2.61732 -2.53882
N 3.91784 -3.86514 -2.08977
C 2.77381 -3.71996 -1.38808
N 2.15616 -4.72575 -0.78929
C 0.96261 -4.56634 0.04648
C -0.17653 -3.78250 -0.62911
C -0.42539 -2.44849 0.07315
C -1.59084 -1.65604 -0.47234
F -1.68586 -0.50141 0.22381
F -2.74756 -2.33562 -0.30973
C -1.45848 -1.26851 -1.97062
F -1.82056 -2.29899 -2.75444
F -2.21325 -0.20828 -2.27551
F -0.16695 -0.96665 -2.24452
N 2.40074 -2.43242 -1.39873
C 3.32766 -1.81983 -2.09455
Cl 3.35710 -0.16019 -2.35400
H 6.67909 -1.47772 -1.46266
H 7.36190 -2.86732 -1.98597
H 6.99466 -3.88476 -3.98948
H 4.48295 -4.68027 -2.26874
H 2.55719 -5.64468 -0.87748
H 0.64338 -5.57650 0.29531
H 1.24640 -4.09843 0.99387
H 0.02987 -3.64995 -1.69096
H -1.08885 -4.37630 -0.54487
H 0.45952 -1.81116 0.05406
H -0.66826 -2.63886 1.12297
C 5.09675 -2.26403 1.02966
C 6.26411 -1.84342 1.64985
C 6.22420 -1.39388 2.96207
C 5.01945 -1.37963 3.65176
C 3.85490 -1.81448 3.03325
C 3.89046 -2.25541 1.71921
H 5.12976 -2.61507 0.00268
H 7.20623 -1.85399 1.11487
H 7.13062 -1.05421 3.44477
H 4.98721 -1.03248 4.67580
H 2.91993 -1.80920 3.57862
H 2.98681 -2.59050 1.22674
C -3.27954 3.45237 0.87300
C -3.40275 2.08316 1.06918
C -4.20557 1.60051 2.09333
C -4.88895 2.48427 2.91748
C -4.76772 3.85261 2.71861
C -3.96055 4.33675 1.69812
H -2.65242 3.83068 0.07551
H -2.87774 1.39257 0.42536
H -4.29860 0.53267 2.24916
H -5.51727 2.10709 3.71431
H -5.30230 4.54299 3.35797
H -3.86468 5.40439 1.54679
C 8.29710 1.71798 0.40409
C 7.78757 2.31373 1.54924
C 6.43278 2.22102 1.84047
C 5.58633 1.52672 0.98874
C 6.09804 0.93029 -0.15498
C 7.45142 1.02493 -0.45176
H 9.35224 1.79608 0.17700
H 8.44719 2.85378 2.21559
H 6.03720 2.69064 2.73144
H 4.53093 1.44843 1.21820
H 5.42869 0.38269 -0.80731
H 7.84844 0.56343 -1.34829
C 1.68296 1.05104 -6.44256
C 0.97907 1.67334 -7.46349
C -0.32820 2.08832 -7.24887
C -0.92696 1.88691 -6.01278
C -0.22271 1.26561 -4.99104
C 1.08079 0.84390 -5.20797
H 2.70299 0.72769 -6.61045
H 1.44866 1.83622 -8.42471
H -0.87975 2.57145 -8.04453
H -1.94353 2.21668 -5.84365
H -0.69244 1.11960 -4.02421
H 1.64716 0.35764 -4.42639
C -4.75495 -3.94032 1.71244
C -4.98450 -5.29979 1.87782
C -5.84309 -5.74388 2.87395
C -6.47644 -4.82747 3.70189
C -6.24954 -3.46819 3.53590
C -5.38732 -3.02509 2.54284
H -4.08667 -3.59300 0.93808
H -4.49697 -6.01556 1.22747
H -6.02109 -6.80349 3.00405
H -7.14937 -5.17287 4.47582
H -6.74669 -2.75430 4.17967
H -5.21002 -1.96474 2.41351
C -6.74563 7.94959 1.15923
C -6.86732 6.58113 1.35725
C -7.66770 6.09733 2.38314
C -8.35050 6.98140 3.20700
C -8.22956 8.34995 3.00786
C -7.42540 8.83409 1.98564
H -6.12118 8.32768 0.35976
H -6.33941 5.89061 0.71198
H -7.75975 5.02984 2.53952
H -8.97774 6.60413 4.00445
H -8.76305 9.03932 3.64936
H -7.32939 9.90117 1.83206
*
```

Properties
- Kohn-Sham gap: 7.2 eV
- LUMO: -3.02 eV
- HOMO level: -10.265 eV
- Max |F|: 0.77 eV Å⁻¹

---

3.
This record from the OMol25 dataset describes a molecular structure, C43H47N4PSSiTa. The level of theory is ωB97M-V/def2-TZVPD.

Geometry as ORCA input:
```
! wB97M-V def2-TZVPD RIJCOSX def2/J DEFGRID3
* xyz 3 1
Ta 0.33026 0.37196 -0.27568
C 2.04929 0.78388 0.86508
Si 2.74815 2.19256 -0.23523
C 1.36339 3.39744 0.23152
N 0.05317 2.64816 0.18646
C -0.77525 3.01675 1.37474
C -1.22605 4.47090 1.33208
C -1.81716 4.83578 -0.04630
C -2.00884 3.59621 -0.91956
C -0.66691 2.90788 -1.10386
C 4.44261 2.80874 0.04570
C 4.76658 3.42073 1.26248
C 6.04066 3.91811 1.47395
C 7.00199 3.80779 0.47561
C 6.69485 3.19944 -0.73342
C 5.42007 2.69900 -0.94879
C 2.24070 1.64716 -1.98160
C 1.77287 0.32050 -2.16449
C 1.06454 -0.06554 -3.31785
C 0.84172 0.86825 -4.31639
C 1.36277 2.15372 -4.18218
C 2.03224 2.54443 -3.02601
H 1.89492 1.29087 1.82539
H 2.67534 -0.09111 1.03071
H 1.29194 4.32763 -0.33340
H 1.55908 3.68474 1.26726
H -0.17081 2.80981 2.25855
H -1.63787 2.35894 1.40732
H -0.39989 5.13714 1.58047
H -1.96387 4.60490 2.12410
H -1.15539 5.53195 -0.56673
H -2.76765 5.35563 0.06426
H -2.39020 3.86998 -1.90389
H -2.73108 2.91368 -0.47316
H -0.02597 3.51197 -1.74003
H -0.82034 1.95139 -1.66464
H 4.02984 3.51123 2.05454
H 6.28752 4.39234 2.41408
H 7.99651 4.19883 0.64329
H 7.44713 3.11651 -1.50601
H 5.19043 2.22632 -1.89787
H 2.17678 -0.47622 -1.52868
H 0.75581 -1.09715 -3.43919
H 0.31327 0.58957 -5.21804
H 1.23415 2.86525 -4.98853
H 2.39219 3.56459 -2.94504
C -7.12949 -0.68327 0.21062
C -5.97730 0.12397 0.69424
C -6.05533 1.15711 1.59621
C -4.88624 1.82840 1.95200
N -3.69125 1.48997 1.42933
C -3.62398 0.50361 0.57375
S -2.18689 -0.15650 -0.16139
N -4.74905 -0.17316 0.20848
C -4.89304 2.95287 2.92548
H -8.03704 -0.41239 0.74216
H -6.94095 -1.74830 0.35745
H -7.28797 -0.50965 -0.85606
H -7.00904 1.43620 2.01870
H -4.64552 -0.94463 -0.44235
H -5.89294 3.17716 3.28571
H -4.47253 3.84327 2.45448
H -4.25257 2.70199 3.77306
N 0.43705 -1.40997 -0.09817
P 0.44718 -3.04923 0.09947
C -1.16953 -3.68477 -0.30282
C -1.71413 -3.40902 -1.56003
C -2.94384 -3.93797 -1.90668
C -3.63257 -4.74040 -0.99997
C -3.09544 -5.01118 0.24990
C -1.85860 -4.48713 0.60303
C 0.87826 -3.42272 1.78241
C 0.23776 -2.73021 2.81424
C 0.53145 -3.04137 4.12907
C 1.45915 -4.03909 4.41521
C 2.09366 -4.72680 3.39158
C 1.80605 -4.42248 2.06853
C 1.67057 -3.68692 -1.02806
C 1.40182 -4.76486 -1.86763
C 2.40302 -5.24846 -2.69996
C 3.65970 -4.66273 -2.68943
C 3.93311 -3.59100 -1.84327
C 2.94318 -3.10284 -1.01059
H -1.16936 -2.79644 -2.26985
H -3.35795 -3.74910 -2.88838
H -4.58394 -5.17323 -1.28113
H -3.62648 -5.64759 0.94475
H -1.43199 -4.71509 1.57130
H -0.49003 -1.95843 2.58641
H 0.03981 -2.51382 4.93527
H 1.68632 -4.28009 5.44505
H 2.81302 -5.50104 3.62060
H 2.30091 -4.96096 1.27007
H 0.42550 -5.23234 -1.87033
H 2.20115 -6.08845 -3.35051
H 4.43761 -5.04814 -3.33494
H 4.92219 -3.15313 -1.82572
H 3.16301 -2.29225 -0.32228
*
```

Properties
- Energy relative to the best compared isomer or geometry (same formula, charge and spin): 80.9 kJ/mol
- Kohn-Sham gap: 6.7 eV
- LUMO: -8.89 eV
- HOMO level: -15.643 eV
- Max |F|: 0.36 eV Å⁻¹

---

4.
This record from the OMol25 dataset describes 6 unconnected molecules or ions with the total composition C43H48BCl10N2O8P2 at a distorted geometry. The level of theory is ωB97M-V/def2-TZVPD.

Geometry as ORCA input:
```
! wB97M-V def2-TZVPD RIJCOSX def2/J DEFGRID3
* xyz 1 1
C -0.34236 2.59502 2.04173
B 0.73299 1.42359 1.99856
O 0.63819 0.47538 2.97687
C 1.90950 1.31885 0.91084
C 2.61309 2.71463 0.80015
C 4.06659 2.75235 1.26901
C 4.54518 4.22898 1.11474
O 4.19003 2.44406 2.66510
C 2.85787 0.06180 1.18712
C 3.14770 -0.64196 -0.18464
C 3.48833 -2.12530 0.15042
P 5.18892 -2.68395 -0.30176
O 5.42213 -3.96097 0.31324
O 6.31763 -1.66171 0.27663
O 5.33239 -2.86105 -1.90756
O 4.21211 0.15859 -0.68465
C 4.35400 0.09074 -1.97233
N 4.28916 0.05640 -3.06876
N 1.79576 -0.48851 -0.76560
C 1.40954 -1.16372 -2.04880
O 0.08859 -1.50238 -2.12862
O -0.12725 -2.68547 -1.42504
C 1.46333 0.98690 -0.56261
P -0.19031 1.60735 -1.13060
C -1.55709 0.59800 -0.39624
C -0.28494 1.74927 -2.97359
H -0.36083 3.21803 1.14880
H -1.33030 2.19789 2.29486
H -0.06319 3.21780 2.91010
H 0.16586 0.82107 3.74508
H 2.61049 3.09836 -0.22333
H 2.09474 3.48384 1.38195
H 4.76226 2.15656 0.67033
H 4.23579 4.73788 2.03281
H 4.06694 4.74607 0.28009
H 5.63341 4.29956 1.08381
H 5.01546 1.95256 2.73047
H 3.70764 0.21909 1.84524
H 2.23495 -0.69357 1.68573
H 2.82512 -2.84047 -0.34787
H 3.42448 -2.33641 1.21710
H 6.78299 -1.23091 -0.45715
H 6.03836 -2.28433 -2.23794
H 1.18146 -0.94457 -0.07495
H 1.70879 -0.51241 -2.86852
H 1.99584 -2.07906 -2.19164
H -0.80030 -2.45798 -0.75879
H 2.11287 1.44487 -1.32348
H -2.02984 0.01754 -1.19839
H -2.33438 1.26107 -0.01155
H -1.23500 -0.13467 0.36345
H -1.27325 1.46192 -3.33948
H 0.43811 1.14920 -3.53749
H -0.07382 2.78928 -3.22028
Cl -3.79372 4.23100 0.87365
C -4.18573 3.98927 -0.80013
C -3.24682 4.19159 -1.80171
Cl -1.62680 4.68235 -1.44415
C -3.59727 3.99534 -3.13063
C -4.88238 3.59714 -3.45823
C -5.82063 3.39068 -2.45555
C -5.47236 3.58636 -1.13067
H -2.86674 4.15499 -3.91271
H -5.15308 3.44803 -4.49521
H -6.82549 3.07759 -2.70719
H -6.20685 3.42679 -0.35359
Cl -6.18325 5.91710 0.33791
C -7.71418 6.57992 0.79424
C -8.90479 5.96920 0.43262
Cl -8.93209 4.50202 -0.48618
C -10.11482 6.53316 0.80944
C -10.13525 7.70390 1.54861
C -8.94278 8.31307 1.91518
C -7.73485 7.75122 1.53745
H -11.04459 6.05889 0.52611
H -11.08099 8.14151 1.83915
H -8.95495 9.22642 2.49497
H -6.80659 8.22753 1.82240
Cl -4.76620 -7.71603 -3.20679
C -3.50810 -6.54359 -3.35022
C -3.76535 -5.23819 -3.74642
Cl -5.36314 -4.69390 -4.11088
C -2.72073 -4.33095 -3.85624
C -1.42447 -4.72304 -3.56888
C -1.16704 -6.02676 -3.16756
C -2.20764 -6.93402 -3.05967
H -2.91933 -3.31396 -4.16730
H -0.61461 -4.01232 -3.65762
H -0.15542 -6.33646 -2.93922
H -2.00571 -7.94984 -2.74848
Cl 12.22373 -7.03062 0.38843
C 10.71152 -6.24935 0.68503
C 9.50723 -6.80260 0.27094
Cl 9.43784 -8.31677 -0.55855
C 8.31625 -6.13560 0.52344
C 8.32484 -4.92198 1.18888
C 9.52933 -4.37099 1.60747
C 10.71919 -5.03408 1.35507
H 7.37682 -6.56322 0.20011
H 7.39462 -4.40772 1.37993
H 9.54085 -3.42332 2.13081
H 11.65617 -4.60291 1.68078
Cl -5.38759 -1.21545 1.55047
C -4.26952 -1.71784 2.76620
C -2.97731 -2.10886 2.45411
Cl -2.40570 -2.10299 0.81420
C -2.10790 -2.51337 3.45598
C -2.52931 -2.52548 4.77430
C -3.82210 -2.12977 5.09124
C -4.68897 -1.72762 4.08882
H -1.10019 -2.82056 3.20999
H -1.85083 -2.84338 5.55457
H -4.15445 -2.13550 6.12062
H -5.69551 -1.42118 4.33808
*
```

Properties
- Kohn-Sham gap: 7.6 eV
- LUMO: -2.75 eV
- HOMO level: -10.322 eV
- Max |F|: 7.67 eV Å⁻¹